C36H38FN7O3ReS2Si as an isolated structure, computed with wB97M-V/def2-TZVPD.

Last column: Mulliken charge in e.
Cartesian coordinates (Å):
Re  0.515  0.372  0.045  -0.5216
S  1.879  2.504  2.635  0.0552
S  4.449  2.715  1.184  -0.0311
Si  0.717  -1.373  2.329  0.5131
F  -2.120  1.824  0.862  -0.2715
O  -1.110  -0.378  -0.907  -0.3885
O  1.540  0.079  -1.707  -0.2888
O  5.731  0.740  -1.842  -0.6578
N  -0.077  2.163  -0.893  0.3410
N  0.113  6.684  0.492  -0.4609
N  -2.491  -2.196  -1.110  1.2337
N  -0.131  0.155  1.829  1.8784
N  3.362  0.935  -0.633  -0.9528
N  2.415  1.240  0.340  0.4447
N  -2.468  -3.425  -1.725  0.0367
C  -0.479  -2.486  -2.021  -0.6372
C  0.043  3.339  -0.271  0.3156
C  2.852  2.052  1.259  0.0530
C  3.754  -1.010  -5.031  -1.0280
C  -4.702  -1.221  -1.399  -0.0620
C  2.827  0.344  -1.671  1.0114
C  -2.093  1.576  2.184  0.3946
C  -5.941  -0.493  0.526  -0.5802
C  -1.291  -1.598  -1.304  0.1630
C  -0.078  5.745  -0.140  -0.2782
C  -1.145  0.453  4.046  -0.3152
C  -0.570  -2.698  2.499  -1.0507
C  -0.263  4.538  -0.892  -0.1904
C  -3.055  2.156  2.981  -0.6209
C  -3.757  -1.448  0.820  0.0080
C  4.376  3.487  2.827  -0.6412
C  2.945  3.904  3.089  -0.6948
C  -0.511  2.143  -2.164  -0.2644
C  -1.248  -3.616  -2.250  0.0964
C  -3.674  -1.612  -0.553  -0.7370
C  1.870  -1.140  3.760  -1.3604
C  1.777  -1.745  0.809  -1.0125
C  -3.507  -4.424  -1.515  -0.9998
C  5.769  -0.214  -3.970  -0.7299
C  3.649  -0.035  -2.815  0.2434
C  -1.110  0.720  2.675  0.0947
C  -0.837  3.302  -2.843  -1.1855
C  -4.900  -0.879  1.359  -0.7401
C  -0.714  4.525  -2.209  -0.1369
C  5.136  -0.797  -5.042  -0.3887
C  3.029  -0.632  -3.927  -0.3931
C  5.040  0.178  -2.844  0.4927
C  -0.893  -4.887  -2.935  -1.7634
C  -2.102  1.023  4.868  -1.1322
C  -5.845  -0.663  -0.849  -0.7573
C  -3.056  1.880  4.339  -0.5852
H  -1.165  -2.741  1.582  0.1648
H  0.387  3.321  0.753  0.5214
H  0.082  -4.794  -3.404  0.4271
H  -6.838  -0.060  0.951  0.4545
H  -1.626  -5.139  -3.701  0.3767
H  1.380  -1.215  4.730  0.5337
H  -1.177  3.239  -3.867  0.4593
H  5.717  -1.092  -5.906  0.4107
H  2.638  -1.918  3.726  0.4422
H  -2.939  -1.765  1.454  0.4023
H  2.769  4.119  4.142  0.4568
H  3.264  -1.461  -5.882  0.4541
H  -0.395  -0.190  4.485  0.3234
H  -4.355  -3.952  -1.028  0.4158
H  2.660  4.770  2.492  0.3227
H  -1.246  -2.554  3.341  0.3877
H  -0.088  -3.670  2.626  0.5254
H  -3.132  -5.232  -0.888  0.3383
H  -0.578  1.174  -2.632  0.4846
H  -2.095  0.805  5.927  0.4851
H  -3.800  2.332  4.980  0.4692
H  -6.659  -0.359  -1.492  0.4428
H  -3.829  -4.819  -2.476  0.3437
H  -0.953  5.450  -2.716  0.5683
H  -4.981  -0.751  2.430  0.4924
H  1.836  -2.837  0.883  0.5966
H  1.378  -1.655  -0.215  0.2657
H  2.791  -1.355  0.857  0.4463
H  0.519  -2.296  -2.378  0.5286
H  -4.604  -1.354  -2.469  0.5563
H  -3.790  2.808  2.528  0.5513
H  6.836  -0.041  -3.967  0.4716
H  4.737  2.774  3.567  0.3244
H  -0.854  -5.713  -2.222  0.3586
H  1.957  -0.775  -3.900  0.3399
H  5.041  4.349  2.808  0.4712
H  5.119  0.966  -1.118  0.5451
H  2.371  -0.173  3.704  0.3243

Summary:
* molar mass: 914.2 g/mol
* energy relative to the best compared isomer or geometry (same formula, charge and spin): 42.5 kJ/mol
* net charge: +2
* multiplicity: 2
* ⟨S²⟩: 0.77
* E_HOMO (spin up / spin down): -12.57 / -12.55 eV